No. 1
{
  "formula": "C49H50B11Br7N4O3PRb",
  "method": "ωB97M-V/def2-TZVPD",
  "species": ["Rb", "C", "C", "C", "N", "C", "C", "C", "C", "C", "C", "C", "N", "C", "C", "C", "N", "C", "C", "C", "C", "C", "C", "C", "N", "C", "C", "H", "H", "H", "H", "H", "H", "H", "H", "H", "H", "H", "H", "H", "H", "H", "H", "H", "H", "H", "H", "H", "H", "H", "H", "H", "H", "O", "C", "C", "C", "C", "C", "C", "C", "P", "C", "C", "C", "C", "C", "C", "C", "C", "C", "C", "C", "C", "H", "H", "H", "H", "H", "H", "H", "H", "H", "H", "H", "H", "H", "H", "Br", "B", "B", "C", "B", "B", "B", "B", "B", "Br", "B", "Br", "B", "Br", "B", "Br", "B", "Br", "H", "H", "H", "H", "H", "H", "Br", "C", "C", "C", "C", "C", "C", "C", "O", "O", "H", "H", "H", "H"],
  "positions_angstrom": [[-0.08, 0.27, -0.13], [-4.25, -0.03, 1.20], [-4.19, 1.39, 0.63], [-3.09, 2.29, 1.22], [-1.94, 2.43, 0.34], [-1.92, 3.39, -0.52], [-3.02, 4.31, -0.76], [-2.99, 5.64, -1.07], [-1.89, 6.46, -1.37], [-0.63, 6.00, -1.69], [-0.16, 4.70, -1.82], [-0.76, 3.45, -1.48], [-0.35, 2.30, -1.91], [0.66, 2.21, -2.92], [0.91, 0.73, -3.24], [-0.35, -0.08, -3.59], [-0.40, -1.32, -2.79], [-1.36, -2.33, -3.12], [-1.21, -2.93, -4.44], [-1.80, -4.00, -4.97], [-2.76, -4.89, -4.34], [-3.43, -4.71, -3.20], [-3.44, -3.57, -2.23], [-2.31, -2.58, -2.19], [-2.44, -1.65, -1.13], [-2.91, -2.05, 0.19], [-2.95, -0.85, 1.15], [-5.05, -0.58, 0.69], [-4.56, 0.04, 2.25], [-5.17, 1.85, 0.81], [-4.05, 1.36, -0.45], [-2.73, 1.86, 2.17], [-3.51, 3.28, 1.47], [-4.00, 3.88, -0.58], [-3.96, 6.13, -1.07], [-2.08, 7.53, -1.44], [0.09, 6.76, -1.97], [0.83, 4.62, -2.25], [1.63, 2.63, -2.60], [0.38, 2.77, -3.83], [1.38, 0.26, -2.37], [1.65, 0.62, -4.04], [-0.42, -0.27, -4.66], [-1.24, 0.46, -3.27], [-0.51, -2.40, -5.07], [-1.53, -4.26, -5.99], [-2.97, -5.80, -4.89], [-4.12, -5.50, -2.93], [-3.47, -4.04, -1.24], [-2.17, -2.77, 0.53], [-3.89, -2.54, 0.20], [-2.14, -0.19, 0.88], [-2.72, -1.22, 2.15], [0.94, -1.99, -2.98], [1.50, -2.13, -1.84], [2.90, -2.56, -1.96], [3.47, -3.17, -3.08], [4.81, -3.52, -3.08], [5.59, -3.23, -1.97], [5.04, -2.61, -0.85], [3.69, -2.29, -0.83], [2.84, -1.49, 0.60], [2.05, -2.96, 1.35], [0.81, -2.83, 1.97], [0.21, -3.91, 2.59], [0.84, -5.15, 2.60], [2.07, -5.30, 1.97], [2.67, -4.21, 1.36], [4.22, -1.14, 1.73], [4.33, -1.70, 3.01], [5.29, -1.24, 3.90], [6.18, -0.25, 3.52], [6.08, 0.31, 2.25], [5.10, -0.12, 1.38], [2.85, -3.38, -3.94], [5.25, -4.00, -3.94], [6.65, -3.49, -1.97], [5.66, -2.40, 0.01], [0.28, -1.89, 1.98], [-0.74, -3.78, 3.09], [0.37, -5.99, 3.09], [2.56, -6.26, 1.97], [3.64, -4.33, 0.88], [3.63, -2.46, 3.32], [5.33, -1.66, 4.90], [6.92, 0.12, 4.22], [6.75, 1.11, 1.96], [5.01, 0.36, 0.41], [0.52, 0.83, 3.03], [0.24, 1.19, 4.93], [-1.23, 2.00, 5.56], [-0.56, 2.65, 7.01], [0.45, 2.83, 5.62], [1.13, 2.62, 7.35], [-0.13, 1.67, 8.36], [-1.59, 1.28, 7.25], [-0.99, 0.25, 5.91], [-2.11, -1.12, 5.10], [-0.33, 0.05, 7.60], [-0.72, -1.54, 8.66], [1.31, 0.85, 7.66], [2.74, 0.15, 8.79], [1.67, 1.55, 6.01], [3.48, 1.61, 5.29], [0.77, -0.01, 6.18], [1.60, -1.69, 5.64], [-2.11, 2.48, 4.93], [-0.09, 1.73, 6.72], [0.63, 3.83, 5.03], [1.75, 3.49, 7.85], [-0.31, 1.94, 9.49], [-2.68, 1.32, 7.69], [-7.80, -4.47, -4.67], [-6.38, -3.33, -4.07], [-5.91, -2.35, -4.99], [-5.06, -1.40, -4.48], [-4.54, -1.45, -3.18], [-4.76, -2.67, -2.32], [-5.94, -3.46, -2.81], [-3.76, -0.33, -2.77], [-3.64, 0.75, -3.31], [-2.98, -0.40, -1.56], [-6.30, -2.31, -6.00], [-4.76, -0.56, -5.09], [-4.97, -2.36, -1.30], [-6.40, -4.18, -2.14]],
  "lumo_energy_ev": 3.0985,
  "multiplicity": 1,
  "relative_energy_ev": 3.277,
  "molar_mass_g_mol": 1537.7,
  "charge": -2,
  "total_energy_ev": -571410.7195,
  "e_homo_ev": -1.94,
  "orbital_gap_ev": 5.03
}



No. 2
{
  "formula": "C5H15N3",
  "method": "ωB97M-V/def2-TZVPD",
  "species": ["C", "C", "C", "C", "C", "N", "N", "N", "H", "H", "H", "H", "H", "H", "H", "H", "H", "H", "H", "H", "H", "H", "H"],
  "positions_angstrom": [[0.32, 0.36, -0.67], [-1.57, -0.68, 0.68], [0.12, -0.46, 0.55], [2.91, 0.38, 0.24], [-2.17, -1.55, -0.41], [1.97, 0.29, -0.86], [0.04, 1.74, -0.55], [-2.33, 0.55, 0.84], [2.27, -0.43, -1.51], [-0.11, -0.06, -1.57], [-1.64, -1.22, 1.63], [0.62, 2.15, 0.17], [0.31, 2.21, -1.41], [-1.81, 1.20, 1.42], [-2.41, 1.03, -0.06], [0.53, -1.47, 0.46], [0.41, 0.04, 1.48], [3.05, -0.57, 0.77], [3.90, 0.70, -0.12], [2.59, 1.12, 0.98], [-3.22, -1.80, -0.18], [-2.17, -1.04, -1.38], [-1.62, -2.49, -0.51]],
  "lumo_energy_ev": 1.0123,
  "multiplicity": 1,
  "relative_energy_ev": 1.705,
  "smiles": "CN[C@H](N)C[C@H](C)N",
  "molar_mass_g_mol": 117.2,
  "total_energy_ev": -9897.4458,
  "e_homo_ev": -8.01,
  "orbital_gap_ev": 9.02
}



No. 3
{
  "formula": "C21H25N3O2",
  "method": "ωB97M-V/def2-TZVPD",
  "species": ["C", "C", "O", "N", "H", "C", "H", "H", "C", "C", "N", "C", "C", "C", "C", "C", "C", "N", "C", "H", "C", "C", "H", "C", "H", "H", "O", "C", "C", "C", "C", "C", "C", "H", "H", "H", "H", "H", "H", "H", "H", "H", "H", "H", "H", "H", "H", "H", "H", "H", "H"],
  "positions_angstrom": [[-3.58, -2.41, -1.13], [-2.18, -1.87, -1.31], [-1.91, -0.94, -2.04], [-1.24, -2.52, -0.58], [-1.53, -3.23, 0.07], [0.15, -2.14, -0.58], [0.30, -1.50, -1.45], [0.78, -3.03, -0.67], [0.53, -1.38, 0.71], [1.95, -0.96, 0.63], [2.95, -1.79, 0.73], [4.09, -1.04, 0.55], [5.43, -1.42, 0.56], [6.37, -0.43, 0.35], [6.00, 0.90, 0.12], [4.67, 1.29, 0.11], [3.72, 0.31, 0.33], [2.35, 0.33, 0.39], [1.52, 1.50, 0.21], [0.64, 1.41, 0.84], [1.09, 1.68, -1.25], [-0.03, 2.72, -1.38], [0.15, 3.55, -0.70], [-1.42, 2.13, -1.10], [-2.18, 2.90, -1.30], [-1.60, 1.27, -1.75], [-1.49, 1.73, 0.26], [-2.63, 1.12, 0.69], [-2.59, 0.62, 2.00], [-3.69, -0.01, 2.54], [-4.85, -0.16, 1.79], [-4.89, 0.34, 0.50], [-3.79, 0.97, -0.06], [-3.85, 1.33, -1.07], [-5.79, 0.23, -0.09], [-5.71, -0.65, 2.22], [-3.64, -0.39, 3.55], [-1.68, 0.75, 2.57], [-0.05, 3.11, -2.40], [0.73, 0.73, -1.65], [1.95, 1.99, -1.84], [2.09, 2.37, 0.54], [4.40, 2.32, -0.07], [6.77, 1.63, -0.05], [7.41, -0.69, 0.35], [5.71, -2.44, 0.74], [-0.13, -0.53, 0.83], [0.41, -2.05, 1.56], [-3.59, -3.48, -1.32], [-4.25, -1.91, -1.81], [-3.91, -2.23, -0.11]],
  "lumo_energy_ev": 0.7459,
  "multiplicity": 1,
  "relative_energy_ev": 0.728,
  "smiles": "CC(=O)NCCc1nc2ccccc2n1CCCCOc1ccccc1",
  "molar_mass_g_mol": 351.4,
  "total_energy_ev": -30749.5847,
  "e_homo_ev": -8.24,
  "orbital_gap_ev": 8.98
}



No. 4
{
  "formula": "CH2INS2",
  "method": "ωB97M-V/def2-TZVPD",
  "species": ["C", "N", "S", "S", "I", "H", "H"],
  "positions_angstrom": [[-0.68, -0.55, -0.02], [1.01, 1.25, 0.41], [-0.31, -1.72, 0.93], [-1.34, 0.29, -1.23], [1.50, 0.57, 2.17], [1.70, 0.78, -0.17], [-1.88, -0.62, -2.09]],
  "lumo_energy_ev": [-0.8164, -0.9468],
  "multiplicity": 1,
  "relative_energy_ev": 2.245,
  "molar_mass_g_mol": 219.1,
  "total_energy_ev": -32326.4581,
  "e_homo_ev": [-8.47, -7.85],
  "orbital_gap_ev": [7.65, 6.91]
}



No. 5
{
  "formula": "C22H42NP3SeW",
  "method": "ωB97M-V/def2-TZVPD",
  "species": ["W", "P", "P", "P", "H", "C", "C", "H", "C", "C", "C", "C", "C", "C", "C", "C", "C", "H", "H", "H", "H", "H", "H", "H", "H", "H", "H", "H", "H", "H", "H", "H", "H", "H", "H", "H", "H", "H", "H", "H", "H", "H", "H", "H", "H", "H", "C", "C", "C", "C", "C", "C", "Se", "H", "H", "H", "H", "H", "H", "C", "C", "C", "N", "C", "C", "H", "H", "H", "H", "H"],
  "positions_angstrom": [[0.04, -0.04, 0.55], [0.80, -1.35, 2.43], [-0.09, 2.37, 1.13], [2.29, 0.16, -0.25], [-1.21, -1.46, -1.78], [-0.24, -1.59, -1.29], [-0.15, -2.40, -0.11], [-1.06, -2.84, 0.31], [-0.41, -2.44, 3.29], [1.43, -0.39, 3.89], [2.19, -2.55, 2.27], [-0.42, 3.55, -0.22], [-1.31, 2.94, 2.39], [1.43, 3.11, 1.85], [3.02, -1.32, -1.04], [3.58, 0.52, 1.02], [2.63, 1.45, -1.49], [0.58, -1.61, -2.01], [0.75, -3.01, 0.05], [-0.86, -3.14, 2.59], [-1.20, -1.86, 3.78], [0.14, -3.01, 4.05], [0.69, 0.35, 4.22], [2.37, 0.13, 3.65], [1.59, -1.11, 4.70], [1.93, -3.35, 1.57], [2.33, -3.00, 3.26], [3.14, -2.09, 1.96], [-0.66, 4.53, 0.22], [-1.25, 3.20, -0.84], [0.46, 3.65, -0.86], [-1.34, 4.03, 2.36], [-0.99, 2.62, 3.39], [-2.30, 2.53, 2.21], [1.17, 4.12, 2.21], [2.23, 3.20, 1.11], [1.79, 2.52, 2.71], [4.07, -1.06, -1.27], [2.50, -1.55, -1.98], [3.00, -2.19, -0.38], [4.54, 0.56, 0.47], [3.65, -0.27, 1.78], [3.42, 1.48, 1.52], [3.66, 1.30, -1.85], [2.54, 2.46, -1.05], [1.91, 1.36, -2.33], [-0.84, 0.42, -4.57], [-1.03, -0.97, -4.80], [-1.35, -1.44, -6.07], [-1.47, -0.55, -7.15], [-1.26, 0.82, -6.95], [-0.94, 1.31, -5.68], [-0.56, 1.04, -2.86], [0.19, 0.55, 2.15], [-0.93, -1.64, -3.96], [-1.50, -2.51, -6.21], [-1.73, -0.93, -8.14], [-1.33, 1.51, -7.78], [-0.79, 2.37, -5.51], [-4.62, -1.09, 2.17], [-4.25, -1.35, 0.85], [-3.00, -0.94, 0.39], [-2.06, -0.38, 1.20], [-2.44, -0.09, 2.48], [-3.69, -0.45, 2.98], [-5.60, -1.38, 2.55], [-4.91, -1.88, 0.16], [-2.68, -1.09, -0.64], [-1.69, 0.39, 3.13], [-3.90, -0.23, 4.03]],
  "lumo_energy_ev": [-14.8414, -15.2344],
  "multiplicity": 3,
  "molar_mass_g_mol": 676.3,
  "charge": 4,
  "total_energy_ev": -119980.4470,
  "e_homo_ev": [-20.60, -20.94],
  "orbital_gap_ev": [5.76, 5.70]
}



No. 6
{
  "formula": "C7H14NOS",
  "method": "ωB97M-V/def2-TZVPD",
  "species": ["C", "C", "C", "C", "C", "C", "C", "N", "O", "S", "H", "H", "H", "H", "H", "H", "H", "H", "H", "H", "H", "H", "H", "H"],
  "positions_angstrom": [[0.20, 1.48, -0.18], [-1.21, 2.01, -0.26], [-2.33, 0.88, -0.44], [-1.82, -0.41, 0.40], [-0.39, -0.85, 0.07], [-0.19, -1.68, -1.24], [2.86, -0.72, 1.43], [0.59, 0.28, -0.05], [3.31, 0.98, -0.41], [2.52, -0.21, -0.35], [0.98, 2.25, -0.07], [-1.53, 2.33, 0.72], [-1.28, 2.79, -1.05], [-3.25, 1.33, -0.07], [-2.55, 0.58, -1.42], [-2.02, -0.27, 1.52], [-2.44, -1.29, 0.02], [-0.07, -1.36, 0.93], [-0.90, -2.46, -1.23], [0.75, -2.17, -1.29], [-0.18, -1.00, -2.08], [3.90, -0.99, 1.38], [2.26, -1.59, 1.55], [2.79, 0.08, 2.14]],
  "lumo_energy_ev": [-3.1562, -7.6803],
  "multiplicity": 3,
  "relative_energy_ev": 0.000,
  "molar_mass_g_mol": 160.3,
  "charge": 1,
  "total_energy_ev": -21846.6251,
  "e_homo_ev": [-10.76, -14.80],
  "orbital_gap_ev": [7.60, 7.12]
}



No. 7
{
  "formula": "C5H8N",
  "method": "ωB97M-V/def2-TZVPD",
  "species": ["C", "C", "C", "C", "C", "N", "H", "H", "H", "H", "H", "H", "H", "H"],
  "positions_angstrom": [[0.44, 0.48, -0.51], [-0.73, -0.63, 1.35], [-1.60, -0.69, 0.12], [0.49, 0.25, 0.86], [1.49, 0.93, -1.45], [-1.12, -0.03, -0.98], [-1.34, -0.18, 2.23], [-0.40, -1.72, 1.54], [-1.54, -1.77, -0.10], [-2.54, -0.19, 0.34], [1.40, 0.59, 1.39], [2.21, 0.15, -1.16], [1.91, 1.92, -1.16], [1.31, 0.90, -2.48]],
  "lumo_energy_ev": [-3.7921, -8.8731],
  "multiplicity": 3,
  "relative_energy_ev": 2.821,
  "molar_mass_g_mol": 82.1,
  "charge": 1,
  "total_energy_ev": -6791.7553,
  "e_homo_ev": [-14.69, -15.27],
  "orbital_gap_ev": [10.90, 6.40]
}